one.
{"formula": "C2H13NO4", "method": "ωB97M-V/def2-TZVPD", "homo_energy_ev": -9.8, "total_charge": 0, "smiles": "CNCO.O.O.O", "gap_ev": 10.30, "elements": ["C", "N", "C", "O", "H", "H", "H", "H", "H", "H", "H", "H", "H", "O", "H", "H", "O", "H", "H", "O"], "positions_angstrom": [[0.20, 0.53, -1.91], [0.67, -0.74, -1.34], [0.95, -0.53, 0.09], [2.03, 0.42, 0.17], [-0.54, 0.99, -1.24], [-0.34, 0.26, -2.80], [0.83, 1.37, -2.23], [1.53, -1.04, -1.78], [0.20, 0.13, 0.53], [1.17, -1.43, 0.64], [2.92, 0.15, 0.01], [-2.79, -0.06, 0.95], [-1.62, 0.17, 1.78], [-2.41, 0.66, 1.47], [1.40, 0.96, 2.32], [0.39, 1.76, 2.98], [0.48, 0.87, 2.61], [-2.34, -1.05, -0.81], [-0.97, -1.68, -1.01], [-1.76, -1.74, -0.45]]}


two.
{"formula": "C2H13NO4", "method": "ωB97M-V/def2-TZVPD", "homo_energy_ev": -10.4, "total_charge": 0, "smiles": "NCCO.O.O.O", "gap_ev": 11.07, "elements": ["C", "O", "C", "N", "H", "H", "H", "H", "H", "H", "H", "H", "H", "O", "H", "H", "O", "H", "H", "O"], "positions_angstrom": [[1.46, -1.02, -0.80], [0.66, -1.48, 0.32], [1.26, 0.46, -1.10], [1.60, 1.28, 0.10], [2.50, -1.14, -0.46], [1.33, -1.78, -1.57], [0.87, -0.92, 1.07], [1.79, 0.67, -2.04], [0.21, 0.69, -1.23], [1.77, 2.24, -0.19], [2.55, 1.03, 0.39], [-1.13, -0.75, 0.49], [-1.34, 0.63, 0.89], [-1.83, -0.06, 0.40], [-1.33, -1.47, 2.13], [-1.92, -0.84, 3.33], [-1.06, -1.02, 2.94], [-2.35, 0.43, -1.44], [-2.43, 1.83, -1.26], [-2.60, 1.21, -1.98]]}


Tell me which of them is the least stable. Sure, it is one.


one.
{"formula": "H2N2O3", "method": "ωB97M-V/def2-TZVPD", "homo_energy_ev": -10.2, "total_charge": 0, "smiles": "O=NONO", "gap_ev": 10.39, "elements": ["N", "N", "O", "O", "O", "H", "H"], "positions_angstrom": [[0.55, 0.59, 0.39], [-0.33, -1.41, -0.32], [-0.06, 1.37, -0.60], [-0.89, -2.43, -0.07], [-0.25, -0.53, 0.74], [0.54, 1.12, 1.27], [0.46, 1.28, -1.41]]}


two.
{"formula": "H2N2O3", "method": "ωB97M-V/def2-TZVPD", "homo_energy_ev": [-11.9, -11.9], "total_charge": 0, "gap_ev": [8.56, 8.58], "elements": ["N", "N", "O", "O", "O", "H", "H"], "positions_angstrom": [[-0.15, -0.59, -0.37], [0.97, 0.09, 0.03], [1.93, -0.64, 0.18], [0.92, 1.27, 0.05], [-1.96, 0.36, 0.14], [-0.22, -1.60, -0.06], [-1.50, 1.12, 0.03]]}


Tell me which of them is the least stable. Sure, it is two.


one.
{"formula": "C3H8N3S2", "method": "ωB97M-V/def2-TZVPD", "homo_energy_ev": -12.9, "total_charge": 1, "smiles": "NS[C@]1([NH3+])N=CCS1", "gap_ev": 9.25, "elements": ["C", "C", "C", "N", "N", "N", "S", "S", "H", "H", "H", "H", "H", "H", "H", "H"], "positions_angstrom": [[1.86, -0.21, 1.31], [2.59, 0.64, 0.34], [0.12, 0.14, 0.03], [0.69, -0.60, 1.01], [-2.60, 0.82, 0.00], [-0.48, -0.63, -1.19], [1.30, 1.28, -0.75], [-1.22, 1.32, 0.75], [2.49, -0.78, 2.00], [3.17, 1.48, 0.72], [3.27, 0.22, -0.24], [-3.26, 0.55, 0.72], [-2.96, 1.56, -0.58], [0.42, -0.77, -1.83], [-1.28, -0.10, -1.62], [-0.89, -1.50, -1.08]]}


two.
{"formula": "C3H8N3S2", "method": "ωB97M-V/def2-TZVPD", "homo_energy_ev": -12.6, "total_charge": 1, "smiles": "[H]/N=C1\\SS[C@@H]([NH3+])[C@@H]1N", "gap_ev": 8.39, "elements": ["C", "C", "C", "N", "N", "N", "S", "S", "H", "H", "H", "H", "H", "H", "H", "H"], "positions_angstrom": [[0.96, -1.40, -0.24], [-0.29, -0.50, 0.09], [0.02, 1.01, 0.27], [0.71, -2.53, -0.62], [-0.78, -1.03, 1.35], [-0.51, 1.97, -0.79], [2.54, -0.58, 0.01], [1.81, 1.37, 0.34], [-1.01, -0.76, -0.71], [-0.48, 1.26, 1.18], [1.46, -3.14, -0.69], [-1.58, -0.44, 1.63], [-1.17, -1.88, 1.13], [-1.50, 2.13, -0.72], [-0.26, 1.67, -1.67], [0.08, 2.86, -0.55]]}


three.
{"formula": "C3H8N3S2", "method": "ωB97M-V/def2-TZVPD", "homo_energy_ev": -13.6, "total_charge": 1, "gap_ev": 9.67, "elements": ["C", "C", "C", "N", "N", "N", "S", "S", "H", "H", "H", "H", "H", "H", "H", "H"], "positions_angstrom": [[1.46, -0.65, 0.85], [-1.22, -0.35, 0.04], [-1.40, 2.03, 0.11], [2.41, -0.28, 0.17], [-0.73, 0.78, 0.23], [2.75, -0.45, -1.06], [-2.87, -0.85, -0.34], [0.01, -1.72, 0.22], [1.34, -0.37, 1.88], [-2.48, 1.94, 0.03], [-1.13, 2.62, 0.99], [-1.00, 2.53, -0.76], [3.62, -0.03, -1.34], [2.23, -1.03, -1.71], [-2.58, -2.09, -0.74], [-0.40, -2.10, 1.44]]}


Tell me which of them is the least stable. Sure, it is three.


one.
{"formula": "C2H10NO3", "method": "ωB97M-V/def2-TZVPD", "homo_energy_ev": -4.0, "total_charge": -1, "gap_ev": 8.37, "elements": ["C", "O", "C", "N", "H", "H", "H", "H", "H", "H", "H", "H", "O", "H", "H", "O"], "positions_angstrom": [[0.74, 0.42, -0.57], [-0.41, 0.55, 0.19], [0.85, -0.94, -1.28], [-0.01, -1.03, -2.49], [1.69, 0.43, 0.05], [0.83, 1.33, -1.20], [0.40, -1.55, -0.50], [1.88, -1.21, -1.52], [0.15, -0.19, -2.99], [-0.97, -1.15, -2.21], [0.00, 1.78, 1.25], [-0.49, 2.17, 2.71], [0.15, 2.37, 2.03], [-0.39, -1.77, 2.03], [-0.77, -0.62, 1.00], [-1.15, -1.47, 1.53]]}


two.
{"formula": "C2H10NO3", "method": "ωB97M-V/def2-TZVPD", "homo_energy_ev": -4.2, "total_charge": -1, "gap_ev": 8.32, "elements": ["C", "N", "C", "O", "H", "H", "H", "H", "H", "H", "H", "H", "O", "H", "H", "O"], "positions_angstrom": [[1.95, 1.42, -0.54], [1.05, 0.55, -1.32], [0.58, -0.54, -0.44], [-0.68, -0.35, 0.12], [2.41, 2.24, -1.12], [2.77, 0.85, -0.12], [1.46, 1.93, 0.30], [0.29, 1.12, -1.65], [1.31, -0.67, 0.40], [0.49, -1.42, -1.09], [-1.93, -2.79, 0.26], [-1.76, -1.32, -0.28], [-2.36, -2.16, -0.30], [-0.51, 0.69, 1.15], [0.18, 0.53, 2.52], [-0.34, 1.20, 2.07]]}


Tell me which of them is the least stable. Sure, it is two.


one.
{"formula": "C6H13N", "method": "ωB97M-V/def2-TZVPD", "homo_energy_ev": -7.9, "total_charge": 0, "smiles": "C=CC[C@@H](C)NC", "gap_ev": 9.10, "elements": ["C", "N", "C", "C", "C", "C", "C", "H", "H", "H", "H", "H", "H", "H", "H", "H", "H", "H", "H", "H"], "positions_angstrom": [[-0.75, 2.31, -0.97], [-0.59, 1.10, -0.19], [0.42, 0.07, -0.47], [0.03, -1.31, 0.05], [-0.41, -1.49, 1.46], [0.38, -1.21, 2.51], [0.83, 0.05, -1.94], [-1.12, 2.07, -1.97], [0.21, 2.83, -1.10], [-1.45, 2.92, -0.39], [-0.90, 0.99, 0.75], [1.32, 0.33, 0.14], [0.93, -1.92, -0.18], [-0.77, -1.74, -0.59], [-1.45, -1.77, 1.64], [0.01, -1.08, 3.52], [1.41, -1.53, 2.29], [0.11, 0.53, -2.60], [1.75, 0.64, -1.93], [1.20, -0.93, -2.22]]}


two.
{"formula": "C6H13N", "method": "ωB97M-V/def2-TZVPD", "homo_energy_ev": -8.0, "total_charge": 0, "smiles": "C=C(CCC)NC", "gap_ev": 9.02, "elements": ["C", "C", "C", "C", "C", "C", "N", "H", "H", "H", "H", "H", "H", "H", "H", "H", "H", "H", "H", "H"], "positions_angstrom": [[1.91, -1.01, -0.40], [1.53, 0.15, 0.60], [0.12, 0.33, 1.11], [-0.96, 0.95, 0.26], [-1.59, 2.16, 0.62], [-1.22, -1.32, -1.12], [-1.08, 0.22, -1.00], [1.83, -1.84, 0.30], [3.09, -0.87, -0.62], [1.45, -0.95, -1.30], [2.10, 1.16, 0.16], [2.07, -0.17, 1.53], [-0.25, -0.66, 1.19], [0.11, 0.99, 1.98], [-2.35, 2.67, 0.06], [-1.34, 2.63, 1.64], [-0.78, -1.78, -2.14], [-0.60, -1.75, -0.30], [-2.28, -1.47, -0.98], [-1.77, 0.55, -1.59]]}


Tell me which of them is the least stable. Sure, it is two.


one.
{"formula": "C6H13N", "method": "ωB97M-V/def2-TZVPD", "homo_energy_ev": -8.1, "total_charge": 0, "gap_ev": 9.09, "elements": ["C", "C", "C", "C", "C", "N", "C", "H", "H", "H", "H", "H", "H", "H", "H", "H", "H", "H", "H", "H"], "positions_angstrom": [[0.01, 0.55, 0.75], [-0.63, 1.60, -0.77], [-0.82, -1.85, 0.84], [1.77, -0.12, -1.42], [0.16, -0.83, 0.32], [-0.79, 0.78, 1.89], [1.05, -1.14, -0.66], [0.95, 1.08, 0.84], [-1.72, 0.41, 1.82], [-0.79, 1.74, 2.19], [0.97, -2.12, -1.13], [-0.66, 2.58, -0.29], [-1.64, 1.19, -0.79], [-0.37, 1.82, -1.81], [-1.84, -1.60, 0.56], [-0.60, -2.84, 0.43], [-0.78, -1.90, 1.93], [2.32, 0.59, -0.78], [0.93, 0.61, -1.78], [2.48, -0.54, -2.13]]}


two.
{"formula": "C6H13N", "method": "ωB97M-V/def2-TZVPD", "homo_energy_ev": -7.5, "total_charge": 0, "smiles": "CC/C(C)=C(/C)N", "gap_ev": 8.54, "elements": ["C", "C", "N", "C", "C", "C", "C", "H", "H", "H", "H", "H", "H", "H", "H", "H", "H", "H", "H", "H"], "positions_angstrom": [[-0.47, 2.38, -0.11], [-0.79, 1.03, -0.80], [1.87, -0.03, -0.58], [0.78, -0.74, -0.05], [-0.44, -0.19, 0.02], [-1.54, -0.72, 0.90], [1.16, -2.13, 0.36], [-1.39, 2.86, 0.23], [0.17, 2.21, 0.75], [0.09, 3.08, -0.73], [-0.27, 0.97, -1.77], [-1.85, 1.00, -1.06], [1.69, 0.87, -0.98], [2.59, -0.60, -0.99], [-2.50, -0.87, 0.41], [-1.67, -0.02, 1.74], [-1.22, -1.64, 1.41], [0.32, -2.70, 0.74], [1.99, -2.11, 1.08], [1.48, -2.65, -0.55]]}


Tell me which of them is the least stable. Sure, it is one.